# 1
ORCA calculation (ωB97M-V/def2-TZVPD) on C4H4N2OS as an isolated structure.

CARTESIAN COORDINATES (ANGSTROEM)
C -1.0901 0.1193 -0.2686
C -0.5142 1.4011 -0.3060
C 0.9865 1.4763 -0.0475
C 1.1020 -0.7466 0.0778
H -2.7261 -1.6992 1.0949
H -1.0927 2.3902 -0.3722
H 1.2871 2.4632 0.3575
H 1.6307 -2.7651 -0.3901
N 1.7256 0.4950 0.2019
N 1.8763 -1.7718 -0.3439
O -0.2572 -0.9578 0.0692
S -2.9278 -0.4047 -0.0729

Summary:
E_tot (eV): -20071.47379
Spin multiplicity: 1
Strongest force on any atom (eV Å⁻¹): 7.77
HOMO energy (eV): -8.932
HOMO-LUMO gap (eV): 8.1
Energy above the lowest of the compared OMol25 structures with the same formula, charge and spin (kcal/mol): 98.1

# 2
ORCA calculation (ωB97M-V/def2-TZVPD) on C21H41As3BrMnO2 as an isolated structure.

CARTESIAN COORDINATES (ANGSTROEM)
Mn -0.0679 -0.3131 -0.1519
C -0.5387 2.3995 1.2545
O -0.5583 1.6002 0.0450
C -0.7008 2.3750 -1.1606
C -1.0125 1.3922 -2.2548
O -0.0675 0.2961 -2.1135
C 0.0942 -0.4354 -3.3413
H -1.4909 2.9180 1.3502
H 0.2801 3.1171 1.2036
H -0.4056 1.7158 2.0879
H 0.2307 2.9132 -1.3484
H -1.5155 3.0901 -1.0410
H -0.8847 1.8567 -3.2325
H -2.0268 0.9935 -2.1759
H 0.4220 0.2492 -4.1228
H -0.8462 -0.9033 -3.6324
H 0.8591 -1.1880 -3.1689
C 2.9599 1.5020 -0.7840
As 2.3632 -0.1183 0.0965
C 3.0636 0.1492 1.8830
C 3.5762 -1.4120 -0.7453
C 3.2719 -2.9006 -0.5285
C 3.1419 -3.1954 0.9726
C 2.0031 -3.3221 -1.2865
As 0.2568 -2.7072 -0.5799
C -0.9293 -3.4498 -1.9203
C -0.0669 -3.9917 0.8372
C 4.4863 -3.7672 -0.9737
As 5.0491 -3.9352 -2.8302
C 4.0039 -5.1749 -3.8581
C 5.3798 -2.3047 -3.7907
H 4.0447 1.5782 -0.7162
H 2.5240 2.3669 -0.2859
H 2.6582 1.4955 -1.8299
H 4.1426 0.2911 1.8333
H 2.8398 -0.6921 2.5344
H 2.6121 1.0496 2.2986
H 4.5704 -1.1668 -0.3615
H 3.5685 -1.1607 -1.8105
H 2.3259 -2.6214 1.4169
H 4.0576 -2.9310 1.5039
H 2.9378 -4.2506 1.1568
H 1.9154 -4.4125 -1.2989
H 2.0568 -2.9925 -2.3303
H -0.8490 -4.5358 -1.8928
H -0.6898 -3.0988 -2.9200
H -1.9539 -3.1728 -1.6750
H 0.3315 -4.9573 0.5283
H -1.1448 -4.0753 0.9671
H 0.3754 -3.6951 1.7835
H 4.3203 -4.8061 -0.6771
H 5.3827 -3.4309 -0.4471
H 3.8713 -6.0904 -3.2854
H 4.5352 -5.3917 -4.7835
H 3.0372 -4.7230 -4.0868
H 5.9398 -1.6169 -3.1615
H 4.4273 -1.8677 -4.0950
H 5.9622 -2.5501 -4.6779
Br -4.1379 -0.7664 4.5480
C -2.9910 -0.9466 3.0803
C -1.6153 -0.9489 3.2827
C -0.7557 -1.1046 2.1998
C -1.3056 -1.2175 0.9230
C -2.6748 -1.2410 0.7087
C -3.5217 -1.1034 1.8033
H -1.2237 -0.8775 4.2891
H 0.3152 -1.1808 2.3732
H -3.0992 -1.3477 -0.2831
H -4.5947 -1.1161 1.6655

Summary:
Total charge: +3
E_tot (eV): -310385.87252
Spin multiplicity: 2
Strongest force on any atom (eV Å⁻¹): 0.15
HOMO energy (spin up / spin down) (eV): -16.077 / -16.076
HOMO-LUMO gap (spin up / spin down) (eV): 7.4 / 5.3
Expectation value of S²: 0.752

# 3
ORCA calculation (ωB97M-V/def2-TZVPD) on a 2-piece molecular cluster, C3H8O2 overall.

CARTESIAN COORDINATES (ANGSTROEM)
C -2.4066 -0.3205 -0.5074
C -1.7792 0.3360 0.4592
O -0.6796 -0.1410 1.1191
H -3.3113 0.0624 -0.9648
H -2.0136 -1.1835 -1.0261
H -1.9493 1.3839 0.6684
H -0.3310 -0.8328 0.5362
C 2.0270 0.5005 -0.0414
O 1.7949 -0.8532 -0.4566
H 1.5843 1.0930 -0.8373
H 1.6111 0.6984 0.9480
H 3.0788 0.7206 0.0915
H 2.3746 -1.4639 0.0113

Summary:
E_tot (eV): -7334.10556
Spin multiplicity: 1
SMILES: C=CO.CO
Strongest force on any atom (eV Å⁻¹): 0.86
HOMO energy (eV): -8.991
HOMO-LUMO gap (eV): 9.8
Energy above the lowest of the compared OMol25 structures with the same formula, charge and spin (kcal/mol): 44.9

# 4
ORCA calculation (ωB97M-V/def2-TZVPD) on C33H31F6N7O3S3Tc as an isolated structure.

CARTESIAN COORDINATES (ANGSTROEM)
Tc 0.0952 -0.1993 -0.1653
S -1.5111 1.2566 1.3596
C -1.5664 2.3407 -0.0068
S -0.4916 1.8560 -1.2440
C -2.3937 3.4295 -0.0737
C -3.2397 3.8032 1.0158
N -3.9184 4.1095 1.8928
C -2.4426 4.2158 -1.2641
N -2.4884 4.8254 -2.2381
F -5.6735 -3.0863 3.3834
C -5.0856 -2.1537 2.6081
F -5.6073 -2.2973 1.3750
F -5.4682 -0.9657 3.0813
C -3.5855 -2.3358 2.5976
C -3.0371 -3.3771 3.3169
C -1.6665 -3.5679 3.2912
C -0.9164 -2.7087 2.5171
N -1.4289 -1.7077 1.7991
C -2.7497 -1.4923 1.8342
S -3.4371 -0.1576 0.9461
H -3.6768 -4.0253 3.8979
H -1.1973 -4.3642 3.8508
H 0.1550 -2.8354 2.4359
C 2.4015 -3.9717 -3.9622
N 1.5240 -3.3603 -2.9339
C 2.1695 -3.4182 -1.5940
C 1.0729 -1.9452 -3.3057
C 1.9639 -0.8466 -2.8097
C 3.0936 -0.5854 -3.5989
C 3.9524 0.4544 -3.3108
C 3.6322 1.2860 -2.2459
C 2.5095 1.0333 -1.4759
C 1.6424 -0.0657 -1.6771
H 2.6134 -5.0028 -3.6879
H 3.3280 -3.4056 -4.0022
H 1.9058 -3.9423 -4.9292
H 0.6654 -3.9100 -2.8908
H 3.1585 -2.9734 -1.6682
H 2.2503 -4.4603 -1.2886
H 1.5985 -2.8443 -0.8708
H 0.0805 -1.8324 -2.8985
H 1.0039 -1.9219 -4.3929
H 3.2750 -1.1855 -4.4867
H 4.8241 0.6390 -3.9249
H 4.2556 2.1421 -2.0169
H 2.2753 1.7479 -0.6977
F -2.0398 -4.3890 -4.7622
C -3.1264 -3.8860 -4.1137
F -3.8847 -3.2825 -5.0294
F -3.7994 -4.9406 -3.6332
C -2.6617 -2.9574 -3.0334
C -1.9761 -3.4723 -1.9364
C -1.3170 -2.6039 -1.0971
N -1.2723 -1.2593 -1.2790
C -2.0956 -0.7766 -2.2348
C -2.7645 -1.5822 -3.1409
H -1.9592 -4.5368 -1.7376
H -0.7502 -2.9838 -0.2583
H -2.1522 0.2996 -2.3113
H -3.3501 -1.1237 -3.9254
C 1.6550 -1.3356 4.5039
C 2.7228 -1.9667 3.6138
C 3.2342 -1.0249 2.5026
C 4.4294 -1.6865 1.7937
C 5.0455 -0.8318 0.6916
C 3.7056 0.2597 3.1655
O 4.6296 0.2710 3.9480
N 3.0124 1.3997 2.8552
C 1.9681 1.5357 1.9300
O 1.4668 2.6190 1.7397
N 1.5865 0.3964 1.2691
C 2.1164 -0.7879 1.5180
O 1.6118 -1.7516 0.8791
H 1.2561 -2.0715 5.2027
H 0.8186 -0.9424 3.9197
H 2.0721 -0.5156 5.0901
H 2.3349 -2.8649 3.1284
H 3.5820 -2.2574 4.2194
H 4.0820 -2.6370 1.3826
H 5.1750 -1.8969 2.5613
H 4.3257 -0.6318 -0.1067
H 5.9058 -1.3377 0.2523
H 5.3927 0.1258 1.0847
H 3.2986 2.2538 3.3140

Summary:
E_tot (eV): -102306.93347
Spin multiplicity: 2
Strongest force on any atom (eV Å⁻¹): 2.42
HOMO energy (spin up / spin down) (eV): -7.037 / -6.508
HOMO-LUMO gap (spin up / spin down) (eV): 5.3 / 4.7
Expectation value of S²: 0.804
Energy above the lowest of the compared OMol25 structures with the same formula, charge and spin (kcal/mol): 66.4

# 5
ORCA calculation (ωB97M-V/def2-TZVPD) on a 13-piece molecular cluster, C62H151F15N18O24P8 overall.

CARTESIAN COORDINATES (ANGSTROEM)
O -4.8910 -2.3639 -6.4982
P -4.2692 -2.7375 -5.1879
N -5.2709 -3.5762 -4.1031
C -6.1436 -4.6148 -4.7573
C -4.8354 -4.0029 -2.7489
N -3.6799 -1.4023 -4.2841
C -4.6240 -0.4137 -3.8073
C -2.3743 -0.7991 -4.6248
N -2.9030 -3.7368 -5.3801
C -1.9923 -4.1665 -4.3375
C -2.8532 -4.6582 -6.4744
H -6.8394 -5.0497 -4.0398
H -5.6537 -5.4451 -5.2658
H -6.7454 -4.0753 -5.4887
H -4.1022 -4.8095 -2.7494
H -5.6584 -4.3146 -2.1059
H -4.3684 -3.1474 -2.2610
H -3.9971 0.2165 -3.1766
H -4.9741 0.1709 -4.6580
H -5.4111 -0.8692 -3.2063
H -2.0770 -0.1807 -3.7779
H -1.5816 -1.5404 -4.7263
H -2.4674 -0.2294 -5.5494
H -0.9171 -4.1341 -4.5133
H -2.1157 -3.5239 -3.4658
H -2.1884 -5.2166 -4.1210
H -3.0582 -5.6727 -6.1326
H -1.8908 -4.5505 -6.9749
H -3.5835 -4.4218 -7.2483
O -0.1606 -0.1892 5.6651
P -0.8073 1.1267 5.9546
N -0.6324 2.3061 4.7398
C -1.2601 2.0578 3.4628
C 0.6649 3.0744 4.5804
N -0.3372 1.9746 7.3696
C 0.4030 1.1959 8.4361
C -0.9174 3.2185 7.9200
N -2.4981 0.9616 6.1804
C -3.4767 2.0329 6.1264
C -2.9775 -0.2559 6.7618
H -1.9979 1.2646 3.5833
H -0.5342 1.7795 2.6988
H -1.7307 2.9764 3.1125
H 0.5249 4.0868 4.2017
H 1.3622 2.5280 3.9453
H 1.0833 3.2657 5.5686
H 1.4364 1.5424 8.4292
H -0.2354 1.3090 9.3123
H 0.2904 0.1758 8.0688
H -1.8301 2.9904 8.4704
H -0.1527 3.7369 8.4985
H -1.0730 3.8391 7.0375
H -3.1390 2.8693 5.5146
H -4.4512 1.7661 5.7174
H -3.6592 2.4114 7.1321
H -4.0632 -0.2162 6.8501
H -2.5867 -0.3410 7.7757
H -2.5860 -1.0686 6.1499
O -3.8905 3.3120 -3.5224
P -5.1617 3.5076 -2.7913
N -5.1353 3.2255 -1.1114
C -4.3026 4.1614 -0.3097
C -5.0647 1.8037 -0.6698
N -6.4824 2.6097 -3.3591
C -6.6249 2.4991 -4.8334
C -7.7356 2.4635 -2.5968
N -5.8534 5.1638 -2.8747
C -5.6154 5.9191 -4.0811
C -7.0775 5.5978 -2.2296
H -3.2665 3.8236 -0.2892
H -4.7472 4.1826 0.6853
H -4.2159 5.1402 -0.7814
H -5.1376 1.6830 0.4110
H -4.1423 1.3635 -1.0486
H -5.6999 1.1513 -1.2689
H -7.0420 3.4477 -5.1715
H -5.6494 2.2704 -5.2625
H -7.4052 1.8019 -5.1387
H -7.8733 1.4093 -2.3565
H -7.6201 3.1122 -1.7285
H -8.6219 2.7499 -3.1629
H -6.4432 5.8277 -4.7843
H -5.5500 6.9718 -3.8061
H -4.8186 5.5429 -4.7227
H -7.1227 5.1067 -1.2575
H -7.9283 5.2563 -2.8193
H -7.1585 6.6747 -2.0820
O -0.7528 4.6578 0.4911
P -0.0636 5.9008 0.1305
N -0.0174 7.0601 1.4270
C -1.2133 7.4847 2.1081
C 1.2102 7.1762 2.2323
N -0.8960 6.7821 -1.1890
C -1.5366 6.0907 -2.2927
C -0.8991 8.2515 -1.3831
N 1.5691 5.6675 -0.4150
C 2.3491 6.6334 -1.1548
C 2.4571 4.5414 0.0361
H -2.0122 7.6034 1.3762
H -1.2691 8.3719 2.7389
H -1.6008 6.7191 2.7803
H 1.2959 6.4062 2.9990
H 1.2630 8.1370 2.7443
H 2.1222 7.1233 1.6377
H -2.2995 6.7376 -2.7257
H -0.8962 5.7421 -3.1028
H -1.9817 5.2117 -1.8264
H -0.4695 8.6487 -0.4634
H -0.3052 8.4958 -2.2638
H -1.9234 8.5381 -1.6216
H 2.4829 7.4792 -0.4804
H 3.3276 6.2315 -1.4177
H 1.8262 7.0180 -2.0304
H 2.2889 4.3349 1.0931
H 3.4977 4.8635 0.0754
H 2.4280 3.5708 -0.4590
O 0.3008 -1.7222 -2.3971
P 0.1259 -0.9884 -1.1502
N -0.4462 0.5940 -1.4463
C -1.2292 1.3615 -0.4905
C 0.1928 1.4516 -2.3806
N 1.6226 -0.8928 -0.2456
C 2.5192 -2.0601 -0.0850
C 1.8562 0.1990 0.7196
N -1.1418 -1.6593 -0.1110
C -2.3699 -2.0297 -0.7076
C -1.1520 -1.4777 1.2987
H -1.6798 2.2043 -1.0146
H -0.6052 1.8927 0.2281
H -2.0057 0.7734 -0.0012
H -0.3999 2.2582 -2.8123
H 0.4255 0.9265 -3.3070
H 1.0758 1.9353 -1.9629
H 3.5465 -1.7272 0.0635
H 2.3467 -2.5047 0.8951
H 2.5466 -2.8699 -0.8140
H 2.5083 -0.1291 1.5291
H 2.2948 1.1183 0.3314
H 0.9356 0.4766 1.2330
H -2.0818 -2.4467 -1.6726
H -2.8815 -2.7903 -0.1177
H -2.9631 -1.1357 -0.8997
H -1.8548 -2.1619 1.7741
H -1.3215 -0.4275 1.5360
H -0.1642 -1.6438 1.7286
O 6.0636 -0.2592 6.8261
P 5.4860 -0.3417 5.4268
N 3.8148 -0.7260 5.3922
C 3.1111 -1.2516 4.1852
C 3.0407 -0.7714 6.6816
N 6.3174 -1.4640 4.3604
C 7.2886 -1.0723 3.3856
C 6.0266 -2.8777 4.3097
N 5.5590 1.1561 4.5707
C 5.5557 2.3842 5.4667
C 5.1264 1.3786 3.1785
H 3.8212 -1.2458 3.3583
H 2.3589 -0.5512 3.8222
H 2.7787 -2.2663 4.4044
H 2.0195 -0.3969 6.6107
H 3.4292 -0.0799 7.4294
H 3.1154 -1.7401 7.1756
H 7.0521 -0.2170 2.7527
H 8.1919 -0.7593 3.9092
H 7.4984 -1.8969 2.7043
H 6.9104 -3.4988 4.1641
H 5.5377 -3.2112 5.2251
H 5.4199 -3.0806 3.4272
H 5.0183 3.1227 4.8718
H 4.9285 2.0874 6.3074
H 6.5209 2.6193 5.9153
H 4.2686 2.0439 3.0808
H 4.8562 0.4487 2.6781
H 5.9611 1.7852 2.6075
C 0.5543 -5.7155 -0.7372
C -0.8910 -5.3805 -0.3773
O -1.2508 -6.4660 0.4631
C -1.7652 -6.1728 1.7007
O -1.9887 -5.0391 2.0767
C -2.0676 -7.3078 2.6682
F -2.2929 -8.4534 1.9172
F -0.9748 -7.4247 3.4193
F -3.1444 -6.9550 3.3765
H 1.0999 -5.4451 0.1669
H 0.8443 -4.9685 -1.4762
H 0.7341 -6.7378 -1.0700
H -1.6421 -5.3031 -1.1633
H -0.8758 -4.4526 0.1945
C -7.8666 -0.3916 6.7719
C -7.7619 -0.7960 5.3092
O -6.3635 -1.0273 5.0470
C -5.8321 -0.9057 3.7381
O -6.4201 -0.3500 2.7463
C -4.4169 -1.4888 3.4991
F -4.2534 -2.4849 4.3968
F -4.3222 -2.0740 2.3199
F -3.5097 -0.4817 3.4883
H -7.6937 -1.1757 7.5090
H -8.9110 -0.1202 6.9259
H -7.3888 0.5689 6.9652
H -8.1274 -0.0118 4.6463
H -8.3386 -1.6862 5.0581
C 2.3068 0.8833 -5.5367
C 3.1368 0.2020 -4.3826
O 4.3102 0.9018 -4.0257
C 4.4322 1.8477 -3.1402
O 3.5927 2.1797 -2.2855
C 5.7952 2.5806 -3.4166
F 6.7184 1.7786 -3.8477
F 5.6364 3.5286 -4.3594
F 6.3029 3.1538 -2.3194
H 1.9502 1.8815 -5.2826
H 1.4063 0.3328 -5.8089
H 2.8553 0.9439 -6.4767
H 3.4144 -0.7134 -4.9052
H 2.5149 -0.1485 -3.5589
C -1.0654 3.4170 -5.3041
C -2.2138 3.8644 -6.2921
O -2.3832 2.8339 -7.2546
C -3.2079 3.0460 -8.2850
O -3.9196 4.0541 -8.3507
C -3.4940 1.8346 -9.2273
F -3.4078 0.6621 -8.5761
F -4.7456 1.8267 -9.7065
F -2.8404 1.8548 -10.3801
H -0.1323 3.5808 -5.8432
H -1.2915 2.3679 -5.1132
H -1.1193 3.8594 -4.3094
H -1.7828 4.7903 -6.6729
H -3.1246 4.2151 -5.8068
C 9.3742 -3.8261 0.1519
C 8.0490 -3.8198 -0.6353
O 7.5761 -2.4945 -1.0156
C 6.6291 -1.8632 -0.3398
O 6.0642 -2.3467 0.6377
C 6.4456 -0.3726 -0.7199
F 5.9726 0.3354 0.3194
F 7.5574 0.1730 -1.1886
F 5.6158 -0.3608 -1.7153
H 10.1508 -3.2040 -0.2930
H 9.7605 -4.8433 0.0866
H 9.1986 -3.4043 1.1415
H 7.2630 -4.3784 -0.1271
H 8.2862 -4.3827 -1.5381
C 0.5392 -3.7076 3.9876
O 1.5677 -4.4673 4.6527
P 2.6452 -5.3121 3.8276
O 2.3926 -6.7534 3.5431
O 2.8963 -4.5112 2.4514
C 3.7501 -5.1482 1.4655
O 3.9950 -5.0031 4.6709
C 4.2886 -5.3699 6.0527
H 0.7120 -3.6710 2.9120
H 0.5645 -2.6555 4.2716
H -0.3402 -4.3477 4.0580
H 4.5072 -4.3730 1.3473
H 3.1959 -5.1823 0.5275
H 4.2079 -6.1055 1.7147
H 4.1123 -6.4250 6.2621
H 3.6515 -4.7858 6.7168
H 5.2839 -5.0319 6.3411
C 4.3044 -4.0798 -3.0885
O 4.1183 -5.0396 -4.1125
P 5.4540 -5.4296 -4.9703
O 5.3234 -6.5360 -5.8625
O 5.9630 -3.9663 -5.6487
C 5.4764 -3.4997 -6.9344
O 6.5502 -5.6672 -3.8117
C 6.5743 -6.8427 -3.0588
H 4.2328 -4.4279 -2.0581
H 3.4975 -3.3781 -3.3001
H 5.2687 -3.5724 -3.1159
H 4.8653 -2.6049 -6.8162
H 4.7642 -4.2144 -7.3466
H 6.3268 -3.2542 -7.5706
H 7.0523 -6.6307 -2.1025
H 7.1351 -7.6256 -3.5693
H 5.5380 -7.1592 -2.9405

Summary:
E_tot (eV): -257785.82225
Spin multiplicity: 1
Strongest force on any atom (eV Å⁻¹): 5.88
HOMO energy (eV): -8.046
HOMO-LUMO gap (eV): 8.3
Energy above the lowest of the compared OMol25 structures with the same formula, charge and spin (kcal/mol): 113.3